[1]
8
Properties=species:S:1:pos:R:3:forces:R:3:lowdin_charge:R:1 method="wB97M-V/def2-TZVPD" e_tot_ha=-2993.79450 lumo_ev=-0.60 total_charge=0 e_above_lowest_kcal_mol=100.4
C 0.319 0.221 0.782 -1.1 -0.5 0.1 -0.51
C -0.599 0.240 -0.388 2.2 1.3 -3.5 -1.14
P 0.188 -1.392 -0.123 1.5 -0.6 -0.4 0.77
Br -2.436 0.291 -0.070 -0.4 0.2 -0.1 0.63
H 1.276 0.669 0.842 0.6 0.6 -0.4 0.05
H -0.188 0.153 1.719 -0.3 0.4 0.6 0.04
H -0.118 1.061 -2.030 -1.0 -1.5 3.6 0.21
H 1.558 -1.244 -0.732 -1.6 0.1 0.1 -0.06

---

[2]
11
Properties=species:S:1:pos:R:3:forces:R:3:lowdin_charge:R:1 method="wB97M-V/def2-TZVPD" e_tot_ha=-1568.40113 smiles="[NH2+]=CNC(Cl)(Cl)Cl" lumo_ev=-5.03 total_charge=+1 e_above_lowest_kcal_mol=15.9
C -1.059 -0.164 -0.589 -0.5 -0.7 6.1 -0.06
C 0.881 0.170 1.103 0.7 -1.3 0.8 -1.59
N -0.502 -0.206 0.771 -1.0 0.1 -4.4 -0.03
N -0.454 0.014 -1.674 0.8 1.2 -2.5 0.23
Cl 1.635 1.482 0.231 -0.8 0.5 -0.5 0.64
Cl 0.883 0.599 2.823 -0.2 -0.4 -0.3 0.65
Cl 2.024 -1.228 0.800 -0.8 0.1 0.3 0.56
H -2.141 -0.298 -0.594 0.2 0.3 0.0 0.17
H -1.028 -0.805 1.445 0.7 0.9 -0.6 0.16
H -0.747 0.485 -2.531 -1.4 -0.6 0.3 0.18
H 0.508 -0.050 -1.786 2.5 -0.2 0.8 0.09

---

[3]
12
Properties=species:S:1:pos:R:3:forces:R:3:lowdin_charge:R:1 method="wB97M-V/def2-TZVPD" e_tot_ha=-1643.45938 lumo_ev=-7.28 total_charge=+1 e_above_lowest_kcal_mol=106.5
C 0.351 1.097 -1.070 1.5 1.0 -3.0 -0.26
C 0.528 -2.054 0.654 0.5 -1.3 0.6 -1.54
N -0.912 1.267 -0.931 0.4 0.0 -1.5 -0.08
N 1.135 0.822 -0.067 0.0 -0.7 1.0 0.04
O -1.579 1.002 0.318 3.8 -1.0 0.7 -0.09
Cl 1.754 -2.204 -0.472 -0.5 0.0 0.8 0.84
Cl 0.737 -2.626 2.251 0.1 0.6 -1.4 0.79
Cl -0.936 -1.534 0.209 -0.1 -0.3 0.0 0.95
H -1.416 1.558 -1.794 -0.2 -0.5 1.6 0.16
H 2.141 0.680 -0.006 -0.7 0.5 -0.7 0.11
H 0.608 0.721 0.750 0.0 0.0 2.4 0.05
H -2.412 1.272 0.159 -4.8 1.7 -0.4 0.04

---

[4]
10
Properties=species:S:1:pos:R:3:forces:R:3:lowdin_charge:R:1 method="wB97M-V/def2-TZVPD" e_tot_ha=-1800.40240 smiles="ClC[PH2]=C(Cl)Cl" lumo_ev=-0.73 total_charge=0 e_above_lowest_kcal_mol=60.3
C -1.718 -0.378 -0.187 1.9 -0.2 -1.7 -0.72
C 2.023 0.330 0.115 -0.8 1.1 -0.3 -1.31
P 0.245 -0.167 0.389 -0.7 0.1 0.6 0.76
Cl -2.093 1.216 -1.008 0.2 -1.0 0.2 0.41
Cl 2.465 2.052 0.403 -0.4 -0.8 0.0 0.41
Cl 2.637 -0.134 -1.455 0.2 -0.3 0.0 0.45
H -1.570 -1.245 -0.896 -0.4 1.3 0.0 0.03
H -2.609 -0.643 0.361 0.3 0.2 1.0 0.01
H 0.032 0.462 1.618 0.2 -0.1 0.1 -0.02
H 0.588 -1.494 0.660 -0.4 -0.2 -0.1 -0.02

---

[5]
8
Properties=species:S:1:pos:R:3:forces:R:3:lowdin_charge:R:1 method="wB97M-V/def2-TZVPD" e_tot_ha=-638.54357 lumo_ev=-0.74 total_charge=0 e_above_lowest_kcal_mol=75.3
C 1.111 1.136 0.663 -1.1 2.1 0.9 -0.06
C -1.869 -1.557 -0.644 0.0 -1.7 1.7 -0.50
F -1.829 -2.863 -0.235 0.0 1.8 -0.7 -0.14
Cl -1.798 -1.567 -2.313 0.0 -0.1 -0.9 0.64
H 2.037 1.656 0.497 0.6 0.1 -0.2 0.00
H 1.017 0.328 -0.023 0.2 -1.4 0.3 -0.01
H 1.012 1.051 1.794 -0.2 -0.6 -1.7 0.05
H 0.320 1.816 0.262 0.5 -0.2 0.7 0.03

---

[6]
10
Properties=species:S:1:pos:R:3:forces:R:3:lowdin_charge:R:1 method="wB97M-V/def2-TZVPD" e_tot_ha=-748.11797 lumo_ev=0.89 total_charge=0 e_above_lowest_kcal_mol=35.6
C 0.173 0.873 0.209 0.8 0.5 -0.9 -0.21
C 0.379 -0.374 1.050 -0.8 0.2 -0.7 -0.67
H -1.168 0.024 -2.396 0.1 -0.9 1.3 0.12
H -0.576 -0.986 -1.050 -0.4 0.3 -0.7 0.09
H 0.718 1.740 0.482 0.3 0.7 0.6 0.07
H -0.612 -0.759 1.397 1.0 0.2 0.3 0.12
N -0.955 -0.093 -1.385 -1.6 -2.3 -3.0 0.00
N -0.384 0.974 -0.956 1.5 1.3 3.0 -0.06
F 0.910 -1.418 0.262 0.0 0.5 0.6 -0.09
Cl 1.516 0.018 2.387 -0.8 -0.5 -0.6 0.63

---

[7]
9
Properties=species:S:1:pos:R:3:forces:R:3:lowdin_charge:R:1 method="wB97M-V/def2-TZVPD" e_tot_ha=-1036.81136 smiles="CC(F)=S.Cl" lumo_ev=-0.21 total_charge=0 e_above_lowest_kcal_mol=20.2
C 0.198 1.067 -0.109 -1.7 -2.2 -1.0 -0.08
C 0.902 -0.248 -0.151 2.4 -0.6 1.0 -0.86
F 1.497 -0.445 -1.370 -1.1 0.2 0.4 -0.04
S 1.427 -1.213 1.061 -0.8 1.0 -1.0 0.69
Cl -1.645 -2.189 0.381 -0.3 -0.3 -0.1 0.32
H 0.891 1.778 -0.366 1.5 1.8 -1.8 0.06
H -0.759 1.071 -0.668 0.8 0.1 -0.2 0.10
H -0.028 1.410 0.833 -0.7 -0.1 2.7 0.05
H -2.484 -1.232 0.388 -0.2 0.1 0.0 -0.24

---

[8]
9
Properties=species:S:1:pos:R:3:forces:R:3:lowdin_charge:R:1 method="wB97M-V/def2-TZVPD" e_tot_ha=-647.88104 smiles="CN=C=[NH+]Cl" lumo_ev=-6.54 total_charge=+1 e_above_lowest_kcal_mol=77.1
C -1.443 -0.649 -0.156 1.4 5.0 0.6 0.03
C 0.461 0.837 -0.417 4.9 1.6 0.4 -0.06
N -0.752 0.384 -0.228 -9.9 -9.5 0.5 0.14
N -2.537 -1.478 0.274 2.1 2.3 -1.1 -0.31
Cl -3.894 -0.456 -0.011 -1.4 1.2 0.5 0.73
H 0.880 0.186 -1.131 1.2 -1.1 -0.7 0.12
H 0.664 1.785 -0.877 -0.8 1.0 0.3 0.13
H 0.902 0.714 0.571 1.0 0.5 -0.2 0.14
H -2.888 -2.189 -0.367 1.6 -0.9 -0.2 0.09

---

[9]
9
Properties=species:S:1:pos:R:3:forces:R:3:lowdin_charge:R:1 method="wB97M-V/def2-TZVPD" e_tot_ha=-668.73821 smiles=OCCl.C#N lumo_ev=0.86 total_charge=0 e_above_lowest_kcal_mol=41.4
C -1.477 0.792 -0.129 0.7 1.4 -2.5 -0.71
C 2.339 -0.948 0.408 1.0 -0.8 -1.1 -0.08
N 2.722 -0.921 -0.679 -0.6 0.4 0.8 0.08
O -0.124 0.486 -0.136 1.7 -1.7 0.5 -0.20
Cl -2.445 -0.555 0.492 -0.3 0.3 0.0 0.56
H -1.655 1.786 0.380 0.3 -1.6 0.2 0.10
H 2.133 -1.262 1.401 -0.3 0.4 0.4 0.06
H -1.652 1.048 -1.220 -1.1 -0.8 1.1 0.10
H 0.159 -0.427 -0.517 -1.4 2.4 0.7 0.10

---

[10]
10
Properties=species:S:1:pos:R:3:forces:R:3:lowdin_charge:R:1 method="wB97M-V/def2-TZVPD" e_tot_ha=-743.85257 lumo_ev="0.21 / 0.25" total_charge=0 e_above_lowest_kcal_mol=114.5
C -0.538 -1.267 -0.176 -3.5 1.2 -1.0 -0.27
C -0.086 -1.252 1.157 1.0 1.8 2.0 -0.04
N -1.924 0.473 -0.153 2.3 -0.9 2.0 -0.60
O -0.575 -1.837 -1.175 0.6 -0.4 -0.7 0.19
O -2.176 0.797 -1.436 -0.4 0.1 -2.4 -0.22
Cl -3.495 0.157 0.439 -0.3 -0.7 0.5 0.54
H 0.297 -2.146 1.655 0.2 0.0 -0.6 0.11
H 0.608 -0.369 1.167 0.1 -0.9 0.1 0.13
H -0.867 -0.788 1.755 -0.4 -0.3 0.1 0.08
H -1.323 0.985 -1.827 0.4 0.2 -0.1 0.08

---

[11]
10
Properties=species:S:1:pos:R:3:forces:R:3:lowdin_charge:R:1 method="wB97M-V/def2-TZVPD" e_tot_ha=-743.91214 smiles="C[C@@H](Cl)ON=O" lumo_ev=-0.53 total_charge=0 e_above_lowest_kcal_mol=77.1
C 1.335 0.098 0.262 0.3 2.7 1.7 -0.10
C 0.056 -0.518 -0.220 -0.3 -2.4 -2.7 -0.79
N -2.243 0.452 -0.510 -1.0 0.6 -0.5 0.03
O -2.889 1.313 -0.028 2.3 -2.0 -0.4 0.09
O -0.963 0.269 0.160 -1.7 3.2 2.7 -0.18
Cl -0.307 -2.220 0.400 0.5 0.4 -0.1 0.54
H 2.320 -0.341 0.317 -0.2 -1.1 -1.0 0.07
H 1.381 1.023 -0.341 0.4 -0.3 0.0 0.09
H 1.327 0.545 1.319 -1.0 -0.9 -1.2 0.11
H -0.016 -0.622 -1.360 0.6 -0.1 1.5 0.13

---

[12]
11
Properties=species:S:1:pos:R:3:forces:R:3:mulliken_spin:R:1 method="wB97M-V/def2-TZVPD" spin_multiplicity=3 e_tot_ha=-819.02584 lumo_ev="0.16 / -4.70" total_charge=0 e_above_lowest_kcal_mol=73.8
C -1.462 1.503 1.232 -2.5 -0.7 -0.8 0.00
C 1.509 -0.936 -1.007 0.6 9.9 9.9 1.01
N 1.431 -1.720 -1.853 -1.1 -9.0 -9.8 0.82
O -1.225 2.787 1.499 0.7 -0.4 -0.2 0.00
O -2.388 1.094 2.145 0.0 -0.1 0.2 0.00
O -1.071 0.907 0.253 0.0 0.3 1.2 0.00
Cl 3.140 -3.963 -2.361 0.3 -0.4 0.0 0.12
H 1.678 -0.232 -0.202 0.2 -0.7 -0.3 0.04
H -3.156 0.548 1.866 1.4 0.2 -0.4 0.00
H 2.214 -3.011 -2.322 -0.1 0.2 0.2 0.01
H -0.670 3.023 0.749 0.4 0.6 0.0 0.00

---

[13]
11
Properties=species:S:1:pos:R:3:forces:R:3:mulliken_spin:R:1 method="wB97M-V/def2-TZVPD" spin_multiplicity=3 e_tot_ha=-2074.65715 lumo_ev="0.43 / -2.72" total_charge=0 e_above_lowest_kcal_mol=0.0
C 0.267 -0.746 -0.509 -0.3 0.8 1.7 -0.01
C 1.634 -0.698 0.148 0.4 2.2 0.4 -0.04
P -1.812 1.424 0.701 0.6 -3.6 0.0 0.14
S -3.381 0.141 0.618 0.7 0.3 0.4 0.71
S -0.552 0.795 -1.031 -0.1 0.4 0.8 0.12
S 2.086 0.773 1.222 -0.6 -1.2 -0.7 1.00
Cl -2.475 3.060 -0.048 -0.7 2.7 -1.1 0.03
H 0.308 -1.256 -1.437 0.0 -1.0 -0.6 0.00
H -0.287 -1.265 0.253 -1.3 -0.3 -0.3 0.00
H 1.881 -1.571 0.722 -0.1 -0.5 0.3 0.02
H 2.331 -0.656 -0.640 1.4 0.1 -0.9 0.02

---

[14]
10
Properties=species:S:1:pos:R:3:forces:R:3:mulliken_spin:R:1 method="wB97M-V/def2-TZVPD" spin_multiplicity=5 e_tot_ha=-1685.41675 lumo_ev="-18.22 / -21.46" total_charge=+3
O -0.597 1.046 -1.267 -2.6 0.0 -0.2 0.63
C -0.133 0.927 -0.169 3.2 0.5 -1.3 -0.11
Co 2.216 0.322 -0.569 1.6 0.0 0.3 2.91
O 0.251 -0.262 0.296 -1.9 -0.6 -0.6 0.33
O 0.924 1.711 0.168 -0.4 0.5 0.7 0.08
H 0.700 2.575 0.545 0.4 1.5 0.4 0.00
C -0.681 -1.369 0.257 0.4 -2.5 -0.1 0.08
H -0.052 -2.244 0.076 -0.2 -0.1 0.6 0.00
H -1.210 -1.352 1.213 -0.2 -0.1 0.6 0.05
H -1.418 -1.354 -0.550 -0.3 0.6 -0.2 0.04

---

[15]
9
Properties=species:S:1:pos:R:3:forces:R:3:mulliken_spin:R:1 method="wB97M-V/def2-TZVPD" spin_multiplicity=8 e_tot_ha=-938.58772 lumo_ev="-10.87 / -10.82" total_charge=+2 e_above_lowest_kcal_mol=89.2
H -0.821 0.665 0.850 3.4 4.0 -2.2 0.00
C -0.243 0.280 -0.922 -3.8 -2.2 1.7 0.00
C -0.290 -0.975 0.396 7.6 0.2 -2.3 0.00
O 0.988 -1.181 0.689 -5.6 -0.6 -0.6 -0.01
O 0.092 1.246 0.079 -4.0 -2.0 2.5 0.00
H -1.290 0.418 -1.225 0.2 0.1 0.1 0.00
H -0.960 -1.276 1.214 -0.9 0.0 -0.5 0.00
Eu 2.252 0.630 0.808 2.0 0.9 0.5 7.01
H 0.272 0.193 -1.889 1.1 -0.4 0.9 0.00

---

[16]
18
Properties=species:S:1:pos:R:3:forces:R:3:lowdin_charge:R:1 method="wB97M-V/def2-TZVPD" e_tot_ha=-1770.65037 lumo_ev=-5.27 total_charge=0
In 0.567 3.207 1.840 0.3 -1.1 -0.8 1.06
O -3.079 -0.858 -0.387 -0.8 3.8 2.6 0.06
C -3.474 0.302 0.272 -1.8 -5.8 -4.2 -0.19
C -2.284 0.923 1.164 7.6 1.6 0.4 -0.20
O -0.937 0.910 0.677 -4.8 0.5 1.4 -0.20
H -4.277 0.045 0.962 0.4 0.1 0.9 0.13
H -3.898 0.985 -0.464 1.0 0.9 -0.1 0.13
H -2.238 0.433 2.136 -0.8 -0.9 -0.3 0.13
H -2.560 1.971 1.276 -0.8 0.1 -0.3 0.10
N 1.410 -1.040 -1.148 0.8 4.8 1.3 -0.22
S 2.514 -1.998 -0.839 4.7 -11.5 -1.9 0.42
O 3.237 -1.997 0.423 -1.0 1.4 -0.5 -0.30
O 3.349 -2.477 -1.986 -2.2 1.8 2.5 -0.32
F 1.520 -3.303 -0.630 0.4 0.8 -0.1 -0.24
S 2.462 0.251 -0.714 0.2 6.0 -3.5 0.61
O 3.877 0.453 -1.154 -3.4 -1.8 1.8 -0.27
O 2.024 1.021 0.439 0.2 -0.9 0.6 -0.46
F 1.788 1.173 -1.867 -0.2 0.0 0.1 -0.24

---

[17]
22
Properties=species:S:1:pos:R:3:forces:R:3:lowdin_charge:R:1 method="wB97M-V/def2-TZVPD" e_tot_ha=-1987.96886 lumo_ev=-0.67 total_charge=0 e_above_lowest_kcal_mol=10.0
Li 0.888 0.780 -0.543 0.2 0.1 -0.2 0.67
C -0.877 -1.426 -2.046 -0.2 -0.2 1.0 -0.68
F 0.096 -0.571 -2.416 0.1 0.1 -0.1 0.10
F -1.704 -1.600 -3.055 0.0 -0.1 -0.2 0.17
F -0.314 -2.578 -1.701 0.2 -0.1 -0.4 0.15
S -1.804 -0.778 -0.577 0.5 1.4 -0.9 0.60
O -2.530 0.337 -1.103 0.1 0.3 -0.1 -0.27
O -2.537 -1.852 -0.018 0.1 -0.6 0.3 -0.24
N -0.499 -0.253 0.296 -1.2 -0.7 -0.4 -0.40
S -0.827 -0.446 1.846 0.6 -1.4 1.2 0.57
O -1.883 0.394 2.305 -0.1 0.5 0.0 -0.25
O -0.796 -1.817 2.260 -0.1 0.2 0.0 -0.27
C 0.751 0.173 2.601 -0.2 0.4 -0.6 -0.66
F 0.518 0.559 3.834 0.0 0.2 0.3 0.17
F 1.692 -0.763 2.621 0.1 0.1 -0.2 0.15
F 1.225 1.242 1.885 0.1 -0.2 0.2 0.07
O -0.017 2.387 -1.098 0.2 0.2 0.2 -0.08
H -0.661 2.656 -0.432 -0.2 -0.2 0.0 0.07
H -0.073 3.050 -1.791 0.0 -0.1 -0.1 0.07
O 2.756 0.286 -0.878 0.0 0.1 0.0 -0.07
H 3.320 0.582 -1.597 0.0 0.0 -0.1 0.07
H 3.276 -0.362 -0.393 -0.1 -0.1 0.1 0.07

---

[18]
8
Properties=species:S:1:pos:R:3:forces:R:3:lowdin_charge:R:1 method="wB97M-V/def2-TZVPD" e_tot_ha=-475.99925 lumo_ev="-0.10 / 0.13" total_charge=0 e_above_lowest_kcal_mol=87.2
C 1.305 0.475 -0.805 -0.3 -0.2 1.0 0.09
C -0.977 -0.451 0.806 -0.2 2.6 -0.5 -0.70
F -0.923 -1.712 1.029 0.2 -2.3 0.4 -0.07
I -2.731 0.086 -0.303 0.8 0.0 0.6 0.71
H 1.277 1.221 -0.054 0.1 0.5 0.5 -0.02
H 1.619 -0.507 -0.569 0.4 -0.7 0.1 -0.02
H 1.046 0.743 -1.777 -0.4 0.2 -1.4 -0.03
H -0.616 0.145 1.673 -0.6 -0.1 -0.8 0.05

---

[19]
9
Properties=species:S:1:pos:R:3:forces:R:3:lowdin_charge:R:1 method="wB97M-V/def2-TZVPD" e_tot_ha=-308.28739 lumo_ev=0.39 total_charge=0 e_above_lowest_kcal_mol=122.7
C -0.100 -0.065 1.291 0.4 3.2 3.9 -0.38
C 0.037 -0.428 -1.123 0.2 0.0 -0.5 0.00
N -0.112 0.378 0.059 -0.2 0.6 -1.1 -0.14
O -0.215 -1.134 1.783 0.0 -0.1 -0.6 0.07
F 0.123 1.728 -0.170 0.0 -0.8 0.3 -0.01
H 0.079 1.431 2.403 -0.3 -2.8 -2.3 0.18
H -0.414 -1.395 -0.911 0.0 0.0 0.1 0.10
H -0.490 0.049 -1.951 0.0 -0.1 0.2 0.10
H 1.092 -0.564 -1.380 -0.1 0.0 0.0 0.10

---

[20]
9
Properties=species:S:1:pos:R:3:forces:R:3:lowdin_charge:R:1 method="wB97M-V/def2-TZVPD" e_tot_ha=-308.36977 lumo_ev=0.49 total_charge=0 e_above_lowest_kcal_mol=71.0
C -2.241 -0.153 0.648 0.0 0.5 -2.6 -0.10
C 1.645 0.044 -0.460 -1.6 0.0 0.7 -0.07
N 0.961 0.193 0.609 1.5 -0.7 0.7 0.01
O -1.474 -0.024 -0.437 -1.4 -0.1 1.5 -0.03
F -3.501 -0.038 0.126 1.0 -0.3 0.7 -0.05
H 0.998 0.112 -1.359 1.0 0.1 0.0 0.08
H 2.695 -0.201 -0.543 0.2 0.0 0.0 0.07
H -0.533 0.042 -0.126 -0.2 -0.1 0.8 -0.03
H 1.450 0.024 1.542 -0.5 0.5 -1.8 0.11